1.
Density functional theory data (ωB97M-V with the def2-TZVPD basis set) for a 2-piece molecular cluster, C9H18NP overall at a distorted geometry.

The SMILES is C=CC[C@@H](C)CC.CPC#N. Its spin multiplicity is 1. The highest occupied orbital energy comes out at -0.34910 Ha. The energy relative to the best compared isomer or geometry (same formula, charge and spin) comes out at 91.54 kJ/mol.

```
29
Properties=species:S:1:pos:R:3:forces:R:3:lowdin_charge:R:1
C -0.690 -1.716 -0.097 0.9 1.2 -0.1 0.012
C -0.124 -0.567 -0.405 0.0 1.4 0.0 -0.220
C 1.131 -0.438 -1.169 1.0 1.7 -0.5 -0.193
C 2.226 0.542 -0.590 -1.2 -1.6 1.9 -0.367
C 1.997 2.001 -0.849 -1.3 0.1 1.3 -0.094
C 2.400 0.287 1.002 -0.7 2.3 -1.1 -0.259
C 2.754 -1.108 1.283 0.1 -3.5 0.4 -0.158
H -0.087 -2.556 -0.408 -0.8 -0.8 0.3 0.069
H -1.585 -1.611 0.476 -0.5 -1.1 0.2 0.035
H -0.538 0.395 -0.083 -0.3 -0.3 -0.1 0.089
H 1.612 -1.383 -1.193 0.3 -1.1 -0.4 0.083
H 0.952 -0.089 -2.212 -0.1 -0.4 0.5 0.130
H 3.160 0.194 -1.077 -0.2 0.4 0.4 0.135
H 0.916 2.348 -0.635 1.8 -0.4 0.0 0.113
H 2.774 2.525 -0.291 -0.5 0.5 0.3 0.075
H 2.206 2.216 -1.844 0.1 0.5 -2.0 0.044
H 1.546 0.638 1.669 0.7 -0.2 -1.2 0.127
H 3.252 0.976 1.242 -0.5 -0.7 0.2 0.109
H 3.301 -1.472 0.392 0.6 0.0 0.8 0.072
H 1.943 -1.959 1.322 0.8 2.1 0.2 0.103
H 3.342 -1.194 2.237 -0.3 -0.2 -1.0 0.083
C -3.560 0.933 0.933 2.4 -1.3 -1.9 -0.363
P -4.997 -0.149 0.432 -0.4 0.6 1.4 0.811
C -4.407 -1.062 -0.911 0.6 -0.6 -0.1 -0.581
N -4.127 -1.827 -1.713 0.3 -0.6 -0.9 0.088
H -2.923 0.368 1.717 -1.2 1.2 -1.2 0.058
H -3.931 1.880 1.250 -0.3 0.5 0.7 -0.001
H -2.872 1.178 0.008 -1.2 -0.6 1.8 0.064
H -5.670 0.650 -0.486 -0.3 0.8 0.0 -0.064
```
Forces are in eV/Å.

***

2.
Density functional theory data (ωB97M-V with the def2-TZVPD basis set) for C23H41F5OP2SnTe as an isolated structure at a distorted geometry.

As for the total charge: +2. Its spin multiplicity is 1. The highest occupied orbital energy (spin up / spin down) comes out at -0.46931 / -0.46938 Ha.

```
74
Properties=species:S:1:pos:R:3:forces:R:3:lowdin_charge:R:1
Sn -0.869 -3.832 2.824 4.3 2.1 0.4 1.355
C -0.822 1.655 -2.470 0.0 0.1 0.0 -0.130
C -1.640 2.133 -1.407 -0.1 0.1 -0.1 -0.140
C 0.535 2.744 -0.962 -0.2 -0.2 0.0 -0.125
C 0.523 2.025 -2.186 0.0 0.0 0.2 -0.126
C -0.805 2.822 -0.485 0.3 0.1 -0.1 -0.137
C -1.289 0.937 -3.668 -0.1 -0.4 -0.3 0.003
H -2.215 0.386 -3.457 0.2 0.1 -0.1 0.086
H -0.528 0.228 -4.021 -0.2 0.2 0.0 0.096
H -1.501 1.634 -4.495 0.1 -0.1 0.2 0.122
C 1.707 1.699 -2.995 0.2 0.1 -0.5 0.012
H 1.410 1.408 -4.009 0.2 0.0 0.2 0.094
H 2.285 0.873 -2.553 -0.1 0.2 0.0 0.107
H 2.376 2.568 -3.063 -0.1 -0.2 0.0 0.106
C 1.735 3.270 -0.289 0.1 0.4 0.2 0.017
H 2.420 3.719 -1.021 -0.1 -0.1 0.2 0.106
H 2.282 2.469 0.234 -0.1 0.1 -0.2 0.110
H 1.454 4.035 0.445 0.2 -0.2 -0.1 0.096
C -1.241 3.490 0.753 -0.1 0.0 0.5 0.008
H -1.453 4.556 0.577 0.0 -0.2 0.0 0.123
H -0.463 3.430 1.525 -0.2 0.1 -0.2 0.100
H -2.157 3.030 1.142 0.2 0.2 -0.1 0.091
C -3.097 1.946 -1.280 -0.3 -0.3 0.2 0.005
H -3.661 2.789 -1.710 0.2 -0.2 0.1 0.121
H -3.381 1.859 -0.223 0.0 0.1 -0.3 0.091
H -3.415 1.032 -1.799 0.0 0.3 0.1 0.088
C -1.238 -5.725 1.944 0.9 -0.2 -0.5 -0.356
C -1.894 -5.568 0.585 -0.1 -1.1 -2.7 -0.457
C -3.407 -5.367 0.687 -0.2 -0.3 -0.1 -0.199
C -3.906 -4.114 1.425 0.4 0.3 -1.0 -0.132
C -3.103 -3.515 2.555 -2.6 -0.9 2.7 -0.154
C -2.818 -4.183 3.786 -3.7 1.0 -1.1 -0.200
C -2.946 -5.684 3.958 0.4 0.2 0.7 -0.143
C -2.102 -6.518 2.963 0.7 -0.5 -0.1 -0.174
H -3.865 -6.239 1.178 0.2 0.2 -0.3 0.112
H -4.912 -4.365 1.819 0.5 0.3 0.1 0.153
H -3.833 -5.338 -0.325 0.0 -0.1 0.3 0.105
H -2.775 -7.229 2.462 0.5 0.3 -0.1 0.123
H -0.217 -6.129 1.892 -0.5 -0.3 -0.3 0.100
H -1.736 -6.498 0.000 -0.4 -0.3 0.8 0.112
H -1.418 -7.141 3.555 -0.2 0.2 -0.2 0.127
H -2.608 -5.927 4.979 -0.2 0.2 -0.3 0.130
H -2.851 -3.567 4.691 0.6 0.0 -0.3 0.143
H -3.998 -6.026 3.934 0.3 0.6 -0.2 0.150
H -4.054 -3.314 0.678 0.1 -0.3 0.4 0.128
H -3.171 -2.422 2.568 0.5 -0.2 0.3 0.134
P -1.060 -4.530 -0.900 0.1 0.8 1.8 0.944
C 0.323 -5.552 -1.527 0.5 0.1 0.3 -0.264
C -2.109 -4.600 -2.386 -0.6 -0.2 0.1 -0.277
P 0.518 -1.807 5.844 -0.6 0.2 -0.4 0.846
C 0.397 -3.202 4.591 -0.1 -1.9 0.0 -0.445
C -0.550 -0.540 5.036 -0.2 0.0 0.2 -0.315
C 2.182 -1.151 5.446 0.1 -0.4 -0.2 -0.309
H 1.226 -4.919 -1.501 -0.3 -0.5 0.0 0.041
H 0.127 -5.843 -2.566 0.1 0.0 0.3 0.044
H 0.493 -6.445 -0.911 0.1 0.1 -0.2 0.050
H -3.169 -4.472 -2.140 0.2 0.0 -0.3 0.034
H -1.942 -5.539 -2.923 -0.3 0.1 0.0 0.049
H -1.790 -3.767 -3.034 -0.1 -0.3 0.3 0.053
H 2.934 -1.772 5.958 -0.2 0.3 -0.3 0.048
H 2.243 -0.129 5.833 0.1 -0.2 0.0 0.048
H 2.340 -1.156 4.361 0.2 0.1 0.4 0.016
H 1.419 -3.359 4.200 -0.4 -0.2 0.0 0.008
H 0.157 -4.080 5.224 0.4 0.2 -0.3 -0.011
H -0.045 0.427 5.119 -0.3 -0.1 -0.1 0.041
H -1.495 -0.505 5.593 0.1 0.2 -0.3 0.031
H -0.735 -0.787 3.984 0.1 0.3 0.2 -0.006
F 0.222 -2.011 -0.862 1.3 1.3 2.2 -0.426
Te 0.791 -1.278 0.882 -0.9 -0.3 0.5 1.960
F 2.192 -0.251 -0.087 -1.9 -1.6 1.5 -0.362
F -0.457 0.162 0.678 1.3 -0.5 -0.4 -0.353
F 1.839 -2.889 1.402 -0.8 2.1 -1.0 -0.396
F 1.350 -0.414 2.530 -0.2 -0.9 -2.2 -0.362
O -0.680 -2.056 1.799 0.8 -0.1 -0.8 -0.669
```
Forces are in eV/Å.

***

3.
Density functional theory data (ωB97M-V with the def2-TZVPD basis set) for C28H41FGeN2O4Pd as an isolated structure at a distorted geometry.

As for the total charge: +4. Its spin multiplicity is 1. The highest occupied orbital energy (spin up / spin down) comes out at -0.72041 / -0.71901 Ha. The energy relative to the best compared isomer or geometry (same formula, charge and spin) comes out at 89.19 kJ/mol.

```
78
Properties=species:S:1:pos:R:3:forces:R:3:lowdin_charge:R:1
Pd -0.466 -0.315 0.610 -0.5 -0.9 -0.2 0.980
C 4.025 -0.442 -5.658 0.0 0.0 0.0 0.019
C 3.475 0.962 -5.409 0.0 0.0 0.1 -0.251
C 4.284 2.103 -5.988 0.1 0.0 0.0 -0.091
C 5.644 2.228 -5.314 0.0 0.0 0.0 -0.074
C 5.569 2.157 -3.836 -0.4 -0.1 0.1 -0.002
C 6.592 2.568 -3.031 0.0 0.0 0.1 0.127
C 6.430 2.514 -1.644 -0.3 -0.1 0.3 -0.104
F 7.373 2.907 -0.886 0.0 0.0 -0.1 0.292
C 5.216 2.049 -0.962 0.4 0.1 -0.1 0.183
C 4.191 1.629 -1.709 -0.3 -0.1 -0.3 0.020
C 2.921 1.119 -1.070 0.1 0.0 -0.2 -0.242
O 2.776 1.088 0.119 0.0 0.0 0.1 0.209
C 1.889 0.633 -2.025 -0.1 0.0 -0.3 0.029
C 2.139 0.632 -3.332 0.4 0.1 -0.3 0.122
N 3.365 1.139 -3.895 -0.6 -0.3 -0.1 0.121
C 4.323 1.625 -3.176 0.4 0.2 0.2 0.011
C 0.589 0.137 -1.436 0.0 0.3 -0.1 -0.577
O 0.399 -1.086 -1.257 0.3 0.1 0.5 0.058
O -0.222 1.001 -0.974 0.4 0.1 0.4 -0.048
H 4.101 -0.581 -6.737 0.0 0.0 0.0 0.122
H 3.361 -1.215 -5.272 0.0 0.0 0.0 0.101
H 5.014 -0.580 -5.218 0.0 0.0 0.0 0.101
H 2.449 1.020 -5.768 0.0 0.1 0.0 0.161
H 3.732 3.041 -5.902 0.0 0.0 0.0 0.146
H 4.407 1.909 -7.053 0.0 0.0 0.0 0.154
H 6.153 3.155 -5.591 0.0 0.0 0.0 0.165
H 6.337 1.435 -5.637 0.0 0.0 0.0 0.172
H 7.515 2.965 -3.439 0.0 0.0 0.0 0.178
H 5.188 2.051 0.124 0.0 0.0 0.0 0.174
H 1.448 0.268 -4.079 0.0 0.0 0.0 0.169
C -5.352 -0.832 4.414 0.0 0.0 0.1 -0.076
C -4.192 0.041 4.849 -0.1 0.4 0.2 -0.178
C -3.566 0.919 3.678 0.2 -0.1 -0.2 -0.247
C -2.861 -0.112 2.803 0.6 -0.9 -0.4 -0.233
Ge -2.120 1.346 1.649 -0.5 1.3 0.4 1.067
C -3.156 2.144 0.254 -0.4 0.0 -0.1 -0.316
C -4.427 2.951 0.676 0.1 0.0 -0.1 -0.238
C -4.143 4.349 1.218 0.0 0.0 0.0 -0.243
C -3.714 4.386 2.679 0.0 -0.1 0.0 -0.096
H -5.928 -1.112 5.298 0.0 0.0 0.0 0.102
H -5.030 -1.760 3.942 0.0 0.0 -0.1 0.076
H -6.031 -0.304 3.743 0.0 0.0 0.0 0.093
H -3.404 -0.528 5.342 0.1 0.0 -0.1 0.123
H -4.513 0.815 5.555 0.0 -0.1 -0.1 0.139
H -2.886 1.651 4.122 0.0 -0.1 0.1 0.112
H -4.366 1.445 3.159 -0.1 0.0 0.0 0.095
H -3.501 -0.791 2.245 -0.1 0.2 0.0 0.094
H -2.072 -0.663 3.306 0.0 0.2 0.1 0.071
H -1.170 2.242 2.452 0.2 -0.1 -0.1 0.007
H -3.445 1.328 -0.413 0.0 0.0 0.0 0.078
H -2.470 2.796 -0.292 0.0 0.0 0.0 0.078
H -5.032 2.385 1.388 0.0 0.0 0.0 0.098
H -5.032 3.017 -0.229 0.0 0.0 0.0 0.124
H -5.057 4.932 1.107 0.0 0.0 0.0 0.126
H -3.398 4.843 0.588 0.0 0.0 0.0 0.116
H -4.488 3.962 3.323 0.0 0.0 0.0 0.085
H -3.529 5.404 3.015 0.0 0.0 0.0 0.093
H -2.782 3.837 2.865 0.0 0.0 0.0 0.026
O -0.370 -1.691 1.944 0.1 -0.4 0.1 -0.143
C -0.822 -2.909 1.942 0.1 0.2 0.0 -0.393
C -0.476 -3.747 3.128 0.0 0.0 0.0 -0.065
C 0.386 -4.997 2.779 0.0 0.0 0.0 -0.134
C 0.410 -5.434 1.313 0.0 0.0 0.0 -0.186
C -0.938 -5.793 0.684 0.0 0.0 0.0 -0.151
C -2.051 -4.801 1.001 0.0 0.1 0.0 -0.107
N -1.561 -3.394 0.985 -0.1 -0.2 0.0 0.135
H -1.423 -4.041 3.591 0.0 0.0 0.0 0.138
H 0.043 -3.115 3.844 0.0 0.0 0.0 0.133
H 0.052 -5.816 3.416 0.0 0.0 0.0 0.133
H 1.410 -4.780 3.081 0.0 0.0 0.0 0.123
H 1.061 -6.304 1.242 0.0 0.0 0.0 0.129
H 0.904 -4.662 0.712 0.0 0.1 0.0 0.112
H -1.275 -6.773 1.027 0.0 0.0 0.0 0.134
H -0.815 -5.874 -0.396 0.0 0.0 0.0 0.122
H -2.485 -4.977 1.983 0.0 0.0 0.0 0.130
H -2.860 -4.856 0.276 0.0 0.0 0.0 0.137
H -1.741 -2.840 0.159 0.0 0.0 0.0 0.154
```
Forces are in eV/Å.

***

no.,molecular weight (g mol⁻¹),calculated total energy (eV)
1,171.22,-20401.176
2,736.83,-71833.324
3,667.67,-103540.843